{"formula": "C48H55Br2N7O4P2STi", "method": "the ωB97M-V functional and the def2-TZVPD basis", "symbols": ["Ti", "C", "P", "C", "N", "C", "C", "C", "C", "C", "C", "N", "C", "P", "C", "C", "C", "C", "C", "C", "C", "C", "C", "H", "H", "H", "H", "H", "H", "H", "H", "H", "H", "H", "H", "H", "H", "H", "H", "H", "H", "H", "H", "H", "H", "H", "H", "H", "H", "H", "H", "O", "S", "O", "N", "C", "C", "C", "C", "C", "C", "C", "C", "N", "C", "C", "C", "C", "C", "C", "C", "H", "H", "H", "H", "H", "H", "H", "H", "H", "H", "H", "Br", "C", "C", "C", "Br", "C", "C", "C", "C", "N", "C", "C", "O", "H", "H", "H", "H", "C", "N", "C", "C", "C", "N", "C", "C", "O", "H", "H", "H", "H", "H", "H", "H", "H", "H", "H", "H", "H"], "xyz": [[-0.265523, 0.371509, 0.466523], [-1.251100, 4.407627, 0.283544], [-0.081398, 3.269279, 1.122869], [1.442973, 3.987271, 0.314166], [1.978283, 5.065842, 0.824345], [3.039342, 5.628971, 0.191897], [3.644604, 6.787610, 0.734334], [4.702373, 7.360718, 0.091727], [5.202375, 6.808590, -1.113234], [4.638040, 5.689266, -1.650543], [3.541390, 5.076643, -0.998666], [2.991779, 3.948826, -1.516958], [1.976498, 3.406947, -0.895188], [1.316775, 1.798665, -1.554003], [2.887207, 0.959658, -1.976670], [0.628523, 2.210752, -3.244308], [1.691461, 2.665508, -4.243615], [-0.030886, 0.914530, -3.733020], [-0.443963, 3.288659, -3.100469], [-0.070070, 3.917754, 2.883722], [-0.386829, 5.411068, 2.994726], [-1.184009, 3.121773, 3.581265], [1.263889, 3.637563, 3.581514], [-0.839817, 5.415360, 0.222593], [-2.193703, 4.405576, 0.825584], [-1.455098, 4.023789, -0.712306], [3.242181, 7.192102, 1.653775], [5.168295, 8.247427, 0.501342], [6.040332, 7.283468, -1.606289], [5.001361, 5.243671, -2.567204], [3.625079, 1.661687, -2.361830], [2.678632, 0.201505, -2.733341], [3.260503, 0.442319, -1.096475], [2.374684, 1.855839, -4.502584], [2.278723, 3.499400, -3.860576], [1.196513, 2.987112, -5.164464], [0.700734, 0.120196, -3.896195], [-0.534723, 1.101637, -4.685724], [-0.770590, 0.559604, -3.012706], [-0.019247, 4.236311, -2.760352], [-1.221131, 2.970659, -2.407217], [-0.911260, 3.463859, -4.073576], [-1.377025, 5.642850, 2.603768], [0.351436, 6.020890, 2.477737], [-0.381980, 5.687544, 4.053501], [-2.166831, 3.373336, 3.180932], [-1.171641, 3.352131, 4.650963], [-1.045948, 2.048682, 3.447926], [2.090992, 4.161934, 3.104662], [1.481716, 2.572738, 3.609263], [1.191803, 3.991382, 4.614221], [-1.709070, 1.349896, -0.641508], [-3.142452, 1.378540, -0.007074], [-3.243534, 2.357500, 1.096521], [-1.478736, -0.233541, 1.435042], [-2.143556, -1.146313, 2.208112], [-3.447294, -0.936458, 2.610361], [-4.136459, -1.867646, 3.408617], [-3.531911, -3.019996, 3.823525], [-2.188067, -3.270847, 3.456595], [-1.486953, -4.418208, 3.893845], [-0.181883, -4.590896, 3.539668], [0.426555, -3.608145, 2.728728], [-0.188559, -2.540244, 2.294802], [-1.485972, -2.348341, 2.646017], [-3.957027, 2.220082, -1.387144], [-4.843584, 3.248763, -1.113820], [-5.534743, 3.855481, -2.154758], [-5.348677, 3.422090, -3.459022], [-4.465047, 2.383898, -3.726759], [-3.770085, 1.779356, -2.691250], [-3.934164, -0.018107, 2.309440], [-5.159604, -1.657058, 3.693422], [-4.054154, -3.740526, 4.440733], [-2.001096, -5.144767, 4.512389], [0.383613, -5.456203, 3.858203], [1.464531, -3.723225, 2.425952], [-4.965076, 3.575332, -0.089060], [-6.219404, 4.667351, -1.944865], [-5.890080, 3.893174, -4.269304], [-4.312434, 2.049690, -4.745344], [-3.060193, 0.986758, -2.893022], [4.073222, -2.422373, 0.569663], [2.376624, -2.928461, -0.105739], [2.166765, -4.276932, -0.448650], [0.952287, -4.699273, -0.897696], [0.700364, -6.532642, -1.310437], [-0.113102, -3.775516, -1.064874], [-1.409953, -4.087209, -1.525373], [-2.348086, -3.096277, -1.632624], [-2.008156, -1.782574, -1.273364], [-0.808936, -1.463483, -0.844014], [0.131994, -2.428992, -0.743902], [1.380968, -1.974670, -0.194124], [1.471665, -0.742010, 0.175488], [2.981619, -4.978815, -0.336555], [-1.652189, -5.109743, -1.781496], [-3.351399, -3.310020, -1.972889], [-2.735957, -0.981879, -1.315913], [3.417051, 1.236872, 1.566819], [3.075321, 0.342796, 2.650394], [4.197720, -0.148608, 3.429341], [3.780678, -1.344123, 4.254928], [2.566400, -0.963701, 5.072638], [1.526640, -0.442423, 4.204778], [0.177794, -0.489020, 4.734467], [1.783081, 0.195293, 3.033471], [0.837872, 0.664539, 2.367110], [4.121607, 0.743720, 0.896708], [3.871100, 2.156537, 1.953271], [2.523101, 1.490086, 1.009982], [4.588371, 0.650196, 4.073857], [4.990703, -0.419545, 2.729137], [4.596916, -1.661625, 4.903852], [3.529454, -2.170653, 3.587123], [2.830323, -0.223310, 5.839303], [2.158450, -1.834764, 5.590070], [-0.105515, -1.523610, 4.942580], [-0.512475, -0.071773, 4.011069], [0.120834, 0.086045, 5.663658]], "forces_ev_per_angstrom": [[-0.1, 0.8, -0.3], [0.0, 0.0, 0.0], [0.2, 0.0, -0.2], [0.0, 0.0, 0.0], [0.0, 0.0, 0.0], [0.0, 0.0, 0.0], [0.0, 0.0, 0.0], [0.0, 0.0, 0.0], [0.0, 0.0, 0.0], [0.0, 0.0, 0.0], [0.0, 0.0, 0.0], [0.0, 0.0, 0.0], [0.0, 0.0, 0.0], [0.1, -0.1, 0.0], [0.0, 0.0, -0.1], [0.0, 0.0, 0.0], [0.0, 0.0, 0.0], [0.0, 0.0, 0.0], [0.0, 0.0, 0.0], [0.0, 0.0, 0.0], [0.0, 0.0, 0.0], [0.0, 0.0, 0.0], [0.0, 0.0, 0.0], [0.0, 0.0, 0.0], [0.0, 0.0, 0.0], [0.0, 0.0, 0.0], [0.0, 0.0, 0.0], [0.0, 0.0, 0.0], [0.0, 0.0, 0.0], [0.0, 0.0, 0.0], [0.0, 0.0, 0.0], [0.0, 0.0, 0.0], [0.0, 0.0, 0.0], [0.0, 0.0, 0.0], [0.0, 0.0, 0.0], [0.0, 0.0, 0.0], [0.0, 0.0, 0.0], [0.0, 0.0, 0.0], [0.0, 0.0, 0.0], [0.0, 0.0, 0.0], [0.0, 0.0, 0.0], [0.0, 0.0, 0.0], [0.0, 0.0, 0.0], [0.0, 0.0, 0.0], [0.0, 0.0, 0.0], [0.0, 0.0, 0.0], [0.0, 0.0, 0.0], [0.0, 0.0, 0.0], [0.0, 0.0, 0.0], [0.0, 0.0, 0.0], [0.0, 0.0, 0.0], [0.4, 0.0, -0.1], [-0.1, -0.1, -0.3], [0.0, 0.0, 0.0], [-0.3, -1.1, 1.1], [-0.2, 0.2, -0.1], [-0.1, 0.1, 0.0], [0.0, 0.0, 0.0], [0.0, 0.0, 0.0], [0.0, 0.0, 0.0], [0.0, 0.0, 0.0], [0.0, 0.0, 0.0], [0.0, 0.0, 0.0], [0.0, 0.0, 0.0], [0.1, 0.0, 0.0], [-0.1, 0.0, 0.1], [0.0, 0.0, 0.0], [0.0, 0.0, 0.0], [0.0, 0.0, 0.0], [0.0, 0.0, 0.0], [0.0, 0.0, 0.0], [0.0, 0.0, 0.0], [0.0, 0.0, 0.0], [0.0, 0.0, 0.0], [0.0, 0.0, 0.0], [0.0, 0.0, 0.0], [0.0, 0.0, 0.0], [0.0, 0.0, 0.0], [0.0, 0.0, 0.0], [0.0, 0.0, 0.0], [0.0, 0.0, 0.0], [0.0, 0.0, 0.0], [0.0, 0.0, 0.0], [0.1, 0.1, 0.0], [0.0, 0.0, 0.0], [0.0, 0.0, 0.0], [0.0, 0.0, 0.0], [-0.1, 0.0, -0.2], [0.0, 0.0, 0.0], [0.0, 0.0, 0.0], [0.0, 0.0, 0.0], [0.1, 0.2, 0.1], [0.1, -0.1, 0.1], [0.0, -0.1, -0.1], [-0.3, 0.1, 0.1], [0.0, 0.0, 0.0], [0.0, 0.0, 0.0], [0.0, 0.0, 0.0], [0.0, 0.0, 0.0], [0.0, 0.0, 0.0], [0.0, 0.1, 0.0], [0.0, 0.0, 0.0], [0.0, 0.0, 0.0], [0.0, 0.0, 0.0], [0.0, 0.0, 0.0], [0.0, 0.0, 0.0], [-0.1, -0.2, 0.0], [0.4, 0.2, -0.2], [0.0, 0.0, 0.0], [0.0, 0.0, 0.0], [0.0, 0.0, 0.0], [0.0, 0.0, 0.0], [0.0, 0.0, 0.0], [0.0, 0.0, 0.0], [0.0, 0.0, 0.0], [0.0, 0.0, 0.0], [0.0, 0.0, 0.0], [0.0, 0.0, 0.0], [0.0, 0.0, 0.0], [0.0, 0.0, 0.0]], "mol_weight_g_mol": 1095.70, "orbital_gap_ev": 6.83, "largest_force_ev_per_a": 1.57}